No. 1
{"formula": "C22H35BrEuN2O6P", "method": "ωB97M-V with the def2-TZVPD basis set", "elements": ["C", "C", "O", "O", "C", "C", "C", "C", "C", "N", "C", "C", "C", "N", "C", "C", "C", "C", "C", "C", "C", "O", "C", "C", "C", "C", "Br", "P", "O", "C", "O", "O", "H", "H", "H", "H", "H", "H", "H", "H", "H", "H", "H", "H", "H", "H", "H", "H", "H", "H", "H", "H", "H", "H", "H", "H", "H", "H", "H", "H", "H", "H", "H", "H", "H", "H", "H", "Eu"], "xyz": [[0.873, 4.109, -4.046], [0.278, 4.766, -2.790], [0.911, 5.345, -2.014], [-1.104, 4.672, -2.646], [-1.363, 3.654, -1.670], [-1.327, 2.229, -2.262], [-1.607, 1.180, -1.124], [-0.280, 0.454, -0.769], [-0.073, -0.921, -1.495], [0.227, -2.055, -0.648], [-0.602, -2.379, 0.488], [-2.122, -2.111, 0.548], [-2.466, -1.610, 1.978], [-1.903, -0.286, 2.297], [-1.074, -0.310, 3.440], [-0.232, 1.020, 3.436], [1.102, 1.021, 3.191], [1.779, 2.219, 3.158], [1.079, 3.382, 3.365], [-0.269, 3.358, 3.610], [-0.954, 2.170, 3.654], [-2.294, 2.156, 3.872], [1.631, -2.365, -0.428], [2.114, -3.272, -1.635], [1.038, -4.280, -2.101], [0.389, -3.859, -3.451], [2.009, -5.986, -2.440], [2.837, -0.925, -0.486], [2.750, -0.029, 0.676], [1.931, -3.156, 0.904], [2.218, -4.317, 0.841], [1.848, -2.584, 2.053], [1.556, 4.823, -4.508], [1.399, 3.210, -3.698], [0.055, 3.798, -4.702], [-0.619, 3.701, -0.859], [-2.370, 3.791, -1.255], [-2.162, 2.162, -2.979], [-0.422, 1.987, -2.828], [-2.383, 0.517, -1.520], [-1.917, 1.757, -0.240], [0.526, 1.120, -1.128], [-0.107, 0.340, 0.302], [0.644, -0.796, -2.315], [-1.026, -1.145, -2.012], [-0.501, -3.468, 0.637], [-0.155, -1.915, 1.392], [-2.663, -3.067, 0.454], [-2.582, -1.436, -0.179], [-3.563, -1.494, 2.005], [-2.193, -2.395, 2.701], [-2.623, 0.424, 2.323], [-0.388, -1.211, 3.429], [-1.670, -0.318, 4.437], [1.635, 0.085, 2.994], [2.839, 2.215, 2.935], [1.624, 4.320, 3.325], [-0.855, 4.264, 3.764], [-2.663, 2.989, 3.555], [3.092, -3.715, -1.440], [2.280, -2.559, -2.471], [0.278, -4.478, -1.348], [-0.705, -3.790, -3.355], [0.584, -4.637, -4.196], [0.770, -2.916, -3.856], [4.119, -1.540, -0.434], [2.691, -0.180, -1.684], [0.132, -1.732, 5.250]], "spin_multiplicity": 8, "lumo_energy_ha": [-0.228, -0.222], "s_squared": 15.760, "total_charge": 1, "de_lowest_ev": 0.000, "gap_ev": [3.5666, 3.7453]}

No. 2
{"formula": "C4H11PS", "method": "ωB97M-V with the def2-TZVPD basis set", "elements": ["C", "C", "C", "C", "P", "S", "H", "H", "H", "H", "H", "H", "H", "H", "H", "H", "H"], "xyz": [[0.709, -1.118, 1.243], [1.936, 1.255, -0.153], [0.065, -0.618, -1.396], [-2.034, 0.359, -0.639], [1.488, -0.557, -0.320], [-2.376, -0.534, 0.903], [-0.141, -0.648, 1.430], [1.397, -1.062, 2.120], [0.502, -2.218, 1.074], [1.470, 1.926, 0.597], [1.864, 1.638, -1.157], [2.882, 1.427, 0.397], [-0.006, -0.139, -2.365], [-0.200, -1.627, -1.322], [-1.794, 1.381, -0.558], [-2.692, 0.075, -1.389], [-3.069, 0.459, 1.536]], "lumo_energy_ha": 0.008, "de_lowest_ev": 4.082, "gap_ev": 7.5874}

No. 3
{"formula": "C6H8LiO6Y", "method": "ωB97M-V with the def2-TZVPD basis set", "elements": ["Li", "O", "O", "C", "C", "O", "C", "H", "H", "H", "H", "Y", "O", "O", "C", "C", "O", "C", "H", "H", "H", "H"], "xyz": [[2.779, -1.630, 1.122], [1.087, -2.295, 1.695], [-0.680, -0.928, 1.444], [0.501, 1.745, -0.813], [-0.316, 1.701, 0.458], [-0.265, -2.445, -0.056], [0.106, -1.914, 1.043], [-0.073, 1.491, -1.712], [0.692, 1.663, 1.059], [0.921, 2.744, -0.978], [-0.497, 2.711, 0.857], [1.083, -2.883, -1.662], [2.419, -1.353, -0.739], [1.774, 0.757, -0.765], [-1.702, -0.451, 0.538], [-1.696, 1.063, 0.522], [0.897, -0.745, -2.194], [1.716, -0.425, -1.287], [-1.569, -0.763, -0.505], [-2.662, -0.856, 0.881], [-2.206, 1.430, 1.424], [-2.311, 1.382, -0.333]], "lumo_energy_ha": -0.344, "total_charge": 2, "de_lowest_ev": 0.000, "gap_ev": 8.0469}

No. 4
{"formula": "C31H30CoF5N4S", "method": "ωB97M-V with the def2-TZVPD basis set", "elements": ["Co", "C", "C", "C", "C", "C", "C", "C", "C", "N", "C", "C", "C", "C", "N", "C", "C", "C", "C", "C", "C", "C", "C", "H", "H", "H", "H", "H", "H", "H", "H", "H", "H", "H", "H", "H", "H", "H", "H", "H", "H", "H", "H", "H", "H", "H", "H", "S", "C", "C", "N", "C", "H", "H", "H", "F", "C", "C", "C", "F", "C", "F", "C", "F", "C", "F", "C", "C", "N", "H", "H", "H"], "xyz": [[0.431, -0.375, -0.107], [0.655, 3.168, 1.576], [0.345, 2.183, 2.675], [0.797, 2.434, 3.969], [0.464, 1.601, 5.019], [-0.379, 0.519, 4.799], [-0.845, 0.229, 3.525], [-1.857, -0.874, 3.318], [-0.425, 1.045, 2.467], [-0.790, 0.658, 1.128], [-1.878, 1.037, 0.595], [-2.851, 1.984, 1.220], [-2.182, 0.453, -0.761], [-3.539, 0.640, -1.354], [-1.226, -0.192, -1.292], [-1.335, -0.717, -2.629], [-1.212, 0.159, -3.711], [-1.065, 1.650, -3.519], [-1.239, -0.380, -4.994], [-1.389, -1.742, -5.193], [-1.523, -2.586, -4.101], [-1.498, -2.087, -2.804], [-1.698, -3.001, -1.623], [1.725, 3.374, 1.530], [0.151, 4.116, 1.778], [0.333, 2.821, 0.595], [1.414, 3.308, 4.145], [0.839, 1.806, 6.013], [-0.699, -0.098, 5.630], [-1.898, -1.529, 4.190], [-1.646, -1.472, 2.437], [-2.860, -0.453, 3.187], [-2.465, 2.373, 2.158], [-3.805, 1.486, 1.412], [-3.051, 2.817, 0.542], [-4.301, 0.352, -0.627], [-3.657, 0.045, -2.254], [-3.716, 1.690, -1.602], [-0.434, 1.897, -2.664], [-2.038, 2.124, -3.361], [-0.627, 2.107, -4.406], [-1.143, 0.286, -5.844], [-1.404, -2.146, -6.197], [-1.656, -3.651, -4.252], [-1.490, -4.034, -1.899], [-2.731, -2.956, -1.265], [-1.053, -2.725, -0.788], [2.893, -2.956, -2.850], [2.668, -1.407, -3.535], [1.913, -0.645, -2.712], [1.512, -1.281, -1.555], [1.968, -2.503, -1.504], [3.099, -1.141, -4.488], [1.622, 0.377, -2.894], [1.782, -3.180, -0.684], [1.713, 2.090, -1.389], [2.476, 1.699, -0.321], [2.055, 0.638, 0.443], [2.867, 0.348, 1.520], [2.559, -0.671, 2.357], [4.016, 1.054, 1.825], [4.766, 0.730, 2.879], [4.393, 2.112, 1.019], [5.493, 2.808, 1.292], [3.612, 2.441, -0.073], [3.951, 3.472, -0.851], [0.948, -3.906, 2.808], [0.638, -2.885, 1.810], [0.427, -2.058, 1.050], [0.589, -4.877, 2.475], [0.467, -3.651, 3.751], [2.024, -3.950, 2.964]], "spin_multiplicity": 2, "lumo_energy_ha": [-0.126, -0.129], "s_squared": 0.776, "total_charge": 1, "gap_ev": [7.5934, 7.5020]}

No. 5
{"formula": "C2F2O4S", "method": "ωB97M-V with the def2-TZVPD basis set", "elements": ["C", "C", "O", "O", "O", "O", "F", "F", "S"], "xyz": [[-1.221, 0.356, -0.298], [-0.061, -0.129, 0.493], [-2.186, 0.992, 0.192], [2.585, -0.786, -0.121], [-1.027, 0.022, -1.518], [2.084, 1.568, -0.021], [-0.183, 0.211, 1.989], [0.021, -1.480, 0.643], [1.605, 0.245, -0.522]], "lumo_energy_ha": 0.242, "total_charge": -2, "de_lowest_ev": 0.171, "gap_ev": 6.2094}

No. 6
{"formula": "C15H27N2S4Sc", "method": "ωB97M-V with the def2-TZVPD basis set", "elements": ["Sc", "C", "C", "S", "C", "C", "S", "C", "C", "S", "C", "C", "S", "H", "H", "H", "H", "H", "H", "H", "H", "H", "H", "H", "H", "H", "H", "H", "H", "N", "N", "H", "H", "H", "H", "C", "C", "C", "C", "C", "C", "C", "H", "H", "H", "H", "H", "H", "H"], "xyz": [[0.158, 0.845, 0.450], [0.332, -2.841, -0.661], [-1.142, -2.639, -0.360], [-1.476, -1.376, 0.877], [-0.670, -2.056, 2.334], [-0.848, -1.098, 3.504], [-0.147, 0.554, 3.285], [1.511, 0.446, 3.983], [2.469, -0.468, 3.238], [2.600, -0.007, 1.501], [3.086, -1.559, 0.733], [2.799, -1.511, -0.756], [1.064, -1.283, -1.175], [0.432, -3.553, -1.480], [0.861, -3.250, 0.199], [-1.602, -3.567, -0.020], [-1.694, -2.323, -1.246], [0.384, -2.237, 2.126], [-1.150, -3.008, 2.564], [-0.410, -1.510, 4.413], [-1.908, -0.944, 3.707], [1.418, 0.126, 5.021], [1.871, 1.476, 4.006], [2.160, -1.512, 3.304], [3.458, -0.384, 3.690], [2.561, -2.380, 1.224], [4.154, -1.698, 0.898], [3.147, -2.428, -1.233], [3.324, -0.686, -1.239], [-1.175, 3.132, 0.693], [-1.880, 1.884, 0.835], [-1.597, 3.853, 1.270], [-1.238, 3.421, -0.276], [-2.752, 1.826, 0.314], [-2.122, 1.790, 1.816], [0.797, 1.843, -1.331], [1.970, 2.729, -0.967], [2.986, 2.954, -1.895], [4.061, 3.771, -1.579], [4.152, 4.369, -0.325], [3.159, 4.144, 0.611], [2.071, 3.337, 0.281], [1.039, 1.200, -2.175], [-0.076, 2.427, -1.657], [2.930, 2.487, -2.872], [4.833, 3.946, -2.317], [4.990, 5.012, -0.087], [3.211, 4.612, 1.586], [1.281, 3.241, 1.021]], "lumo_energy_ha": -0.238, "total_charge": 2, "gap_ev": 7.2590}

No. 7
{"formula": "C7H8ClN2S", "method": "ωB97M-V with the def2-TZVPD basis set", "elements": ["C", "C", "C", "C", "C", "C", "C", "N", "N", "S", "Cl", "H", "H", "H", "H", "H", "H", "H", "H"], "xyz": [[2.549, 0.975, 0.738], [2.113, -0.915, -0.587], [3.093, 0.080, -0.115], [0.893, -0.755, -0.004], [-1.492, -1.537, 0.141], [-1.713, 0.876, -0.300], [-2.480, 1.959, -0.138], [-0.240, -1.675, -0.080], [-2.112, -0.372, 0.163], [0.910, 0.648, 1.152], [4.602, 0.236, -0.760], [2.912, 1.906, 1.054], [-2.098, -2.433, 0.297], [-0.679, 0.788, -0.876], [2.313, -1.668, -1.332], [-3.281, 1.723, 0.472], [-2.408, 3.099, -0.360], [0.139, -2.574, 0.002], [-3.021, -0.361, 0.534]], "lumo_energy_ha": -0.155, "smiles": "C=C/[NH+]=C\\Nc1cc(Cl)cs1", "total_charge": 1, "de_lowest_ev": 0.599, "gap_ev": 8.0687}

No. 8
{"formula": "H4OS2", "method": "ωB97M-V with the def2-TZVPD basis set", "elements": ["S", "S", "H", "H", "H", "H", "O"], "xyz": [[-0.986, 0.688, 2.231], [0.469, -0.662, 1.675], [-1.990, 0.242, 1.481], [0.679, -0.219, 0.426], [0.281, -0.730, -2.053], [1.233, 0.449, -1.781], [0.314, 0.232, -1.979]], "lumo_energy_ha": 0.010, "smiles": "SS.O", "de_lowest_ev": 0.120, "gap_ev": 9.5207}